(1)
C2H8N4O | ωB97M-V/def2-TZVPD

The geometry in XYZ format:
```
15
Properties=species:S:1:pos:R:3:forces:R:3
C 0.919 -0.044 -2.210 0.15 -0.09 0.10
C 1.216 -0.043 -0.745 -0.59 0.90 1.46
N 2.283 -0.544 -0.253 -0.64 0.22 -0.04
H 2.278 -0.463 0.773 0.01 0.02 -0.45
H 0.374 0.455 -0.085 2.17 -0.82 -1.58
H 0.008 -0.625 -2.382 0.04 0.06 -0.09
H 0.729 0.980 -2.544 0.00 -0.09 -0.05
H 1.746 -0.479 -2.778 -0.14 0.07 0.09
N -1.454 0.221 0.644 -0.23 -1.83 2.04
N -1.762 0.991 1.795 0.23 0.09 -0.10
N -0.832 -1.115 0.981 0.98 1.31 1.25
O -0.091 -1.057 1.939 -2.08 0.06 -2.06
H -2.306 -0.016 0.133 0.23 0.10 0.17
H -2.214 0.417 2.515 0.11 0.06 -0.33
H -0.893 1.322 2.217 -0.23 -0.06 -0.41
```
Forces are in eV/Å.

## Properties
**SMILES string**: [H]/N=C/C.NNN=O
**ΔE to the lowest compared entry with this formula, charge and spin**: 504.1 kJ/mol
**Calculated total energy**: -10207.388 eV
**Frontier orbital gap**: 8.88 eV
**E_HOMO**: -9.35 eV
**Multiplicity**: 1


(2)
C14H10BrFN3O5P | ωB97M-V/def2-TZVPD

The geometry in XYZ format:
```
35
Properties=species:S:1:pos:R:3:forces:R:3
O -1.584 1.897 3.012 -0.26 -0.21 0.37
C -2.645 1.419 2.813 -0.35 0.32 -0.32
F -3.478 1.026 3.855 0.68 0.45 -1.68
N -3.186 1.233 1.486 0.46 -2.41 2.41
C -2.171 0.508 0.684 1.19 0.04 -1.09
O -2.038 0.772 -0.477 -0.51 -0.11 0.73
C -1.233 -0.587 1.261 1.20 -1.54 1.35
C -1.620 -1.555 2.309 1.96 0.18 -0.50
C -0.650 -2.544 2.875 -0.26 1.53 -2.64
P -0.802 -3.281 4.599 1.09 -0.78 0.55
O 0.394 -2.447 5.481 -1.28 0.04 -1.95
Br -2.805 -2.635 5.493 0.66 0.38 -0.64
C 0.491 -2.938 1.996 -1.19 2.33 -0.07
C 0.843 -1.988 0.948 -1.53 0.70 0.29
C 0.130 -0.706 0.732 -1.38 -1.89 0.93
C 1.038 0.266 -0.105 -1.00 -2.74 0.52
O 0.844 1.382 -0.458 0.40 -0.40 0.56
N 2.226 -0.564 -0.332 0.44 1.13 -0.36
C 1.940 -1.998 -0.170 -1.09 1.18 2.03
O 2.409 -2.889 -0.798 -0.07 0.37 0.39
H -3.940 0.533 1.612 -0.11 0.77 -0.38
H -2.669 -1.582 2.698 1.18 0.37 -0.04
H 0.719 -1.678 4.966 -0.23 -0.27 0.55
H 1.092 -3.864 2.142 -0.55 0.94 0.08
H 2.824 -0.239 0.445 0.48 -0.41 -0.85
N 1.468 3.217 -5.300 0.04 -0.04 0.03
C 1.340 3.129 -3.939 -0.03 0.04 0.02
C 1.269 1.801 -3.606 0.00 0.02 0.11
C 1.363 1.059 -4.812 0.02 0.02 -0.16
C 1.489 1.959 -5.838 -0.02 -0.02 -0.09
H 1.538 4.073 -5.822 0.00 -0.10 0.06
H 1.309 4.017 -3.327 -0.01 -0.08 -0.01
H 1.161 1.407 -2.607 0.05 0.14 -0.25
H 1.343 -0.015 -4.915 0.01 0.06 0.00
H 1.589 1.815 -6.902 -0.01 -0.02 0.07
```
Forces are in eV/Å.

## Properties
**SMILES string**: O=C(F)NC(=O)c1cc(P(O)Br)cc2c1C(=O)NC2=O.c1cc[nH]c1
**Calculated total energy**: -111434.869 eV
**Frontier orbital gap**: 6.19 eV
**E_HOMO**: -7.95 eV
**Multiplicity**: 1


(3)
C5H9N4O | ωB97M-V/def2-TZVPD

The geometry in XYZ format:
```
19
Properties=species:S:1:pos:R:3:forces:R:3
C -1.928 -1.295 -0.566 2.79 2.55 0.99
C 0.631 -0.179 -0.464 -2.63 -1.12 -1.16
C -0.711 -0.208 -0.246 -1.32 -0.11 0.36
C 2.241 -0.416 1.242 1.12 -1.56 2.04
C 2.905 0.297 -0.997 -1.06 -2.21 0.07
N -3.007 -0.879 -0.114 -1.23 0.59 -0.66
N -3.145 0.236 0.496 -0.57 1.75 0.94
N -3.921 1.194 0.030 1.61 -0.06 4.00
N 1.814 -0.226 -0.099 -0.20 0.81 -0.99
O -1.263 0.828 0.227 0.07 -0.05 -0.03
H -1.845 -2.255 -0.915 0.41 -2.16 -0.84
H 3.014 -1.203 1.422 -0.03 0.89 -0.93
H 2.525 0.517 1.674 0.63 0.71 0.10
H 1.504 -0.792 1.892 -1.67 -0.24 0.32
H 2.787 1.366 -1.019 0.37 0.38 -0.03
H 3.661 -0.085 -0.280 1.24 0.71 -2.15
H 2.698 -0.169 -2.049 1.13 0.79 2.10
H -3.931 2.061 0.706 -0.18 -2.36 -2.19
H -4.027 1.209 -0.939 -0.46 0.69 -1.94
```
Forces are in eV/Å.

## Properties
**SMILES string**: C[N+](C)=C=C([O-])/C=N\N=[NH2+]
**Total charge**: +1
**ΔE to the lowest compared entry with this formula, charge and spin**: 684.1 kJ/mol
**Calculated total energy**: -13325.702 eV
**Frontier orbital gap**: 8.57 eV
**E_HOMO**: -12.67 eV
**Multiplicity**: 1


(4)
C2H14NO3 | ωB97M-V/def2-TZVPD

The geometry in XYZ format:
```
20
Properties=species:S:1:pos:R:3:forces:R:3
C -1.603 0.987 0.260 -1.66 -1.59 -0.97
N -0.354 1.403 -0.515 -0.83 -1.29 2.86
C 0.822 0.437 -0.199 -0.62 2.43 -0.75
H -1.854 1.352 1.267 1.44 0.22 -0.27
H -1.401 -0.129 0.284 -1.10 1.25 0.29
H -2.591 1.223 -0.293 1.96 -0.47 0.24
H -0.545 1.072 -1.441 -0.40 0.95 -1.54
H -0.111 2.382 -0.377 -0.02 -0.10 -0.49
H 0.614 -0.389 -0.832 0.32 -0.82 -0.49
H 1.616 1.089 -0.547 0.86 -0.86 0.16
H 0.864 0.146 0.823 0.01 0.14 0.88
H -0.940 1.141 -3.898 0.00 2.23 -1.66
H -0.988 -0.291 -3.767 -0.07 -1.46 -0.36
O -0.943 0.491 -3.247 0.12 -0.69 2.23
H 0.441 0.248 4.076 0.47 0.54 -0.83
H -0.686 -0.389 3.585 -2.54 -1.84 0.27
O -0.033 0.148 3.225 2.06 1.32 0.45
H 2.196 -4.451 0.566 1.31 2.37 -0.02
H 3.172 -3.005 0.643 -1.25 -1.94 -0.11
O 2.324 -3.464 0.386 -0.07 -0.37 0.12
```
Forces are in eV/Å.

## Properties
**Total charge**: +1
**ΔE to the lowest compared entry with this formula, charge and spin**: 201.1 kJ/mol
**Calculated total energy**: -9926.361 eV
**Frontier orbital gap**: 11.04 eV
**E_HOMO**: -13.88 eV
**Multiplicity**: 1


(5)
C41H35As2Br2F5IMoN4O10S2 | ωB97M-V/def2-TZVPD

The geometry in XYZ format:
```
103
Properties=species:S:1:pos:R:3:forces:R:3
Mo 0.385 -0.561 -1.163 -0.21 -0.68 -0.79
Br -1.484 -3.939 -3.858 0.04 -0.02 0.06
C -3.030 -2.952 -4.430 -0.06 -0.01 -0.05
Br -3.525 -1.497 -3.264 -0.05 -0.10 0.09
H -3.867 -3.636 -4.464 -0.01 -0.01 -0.02
H -2.812 -2.525 -5.399 -0.01 0.01 -0.01
I -1.325 -2.552 -0.190 -0.11 0.31 0.08
C 0.166 -3.979 -0.265 -0.01 -0.03 -0.13
C 0.009 -5.156 0.404 -0.01 0.00 -0.04
C 0.978 -6.164 0.229 0.03 0.00 0.00
C 2.025 -5.954 -0.621 -0.01 -0.03 0.01
C 2.176 -4.733 -1.321 -0.01 -0.02 -0.06
C 3.236 -4.559 -2.243 0.01 0.01 0.01
C 3.332 -3.402 -2.948 0.02 0.03 -0.02
C 2.416 -2.347 -2.728 0.01 0.06 0.10
C 1.389 -2.429 -1.815 0.05 -0.07 0.20
C 1.243 -3.682 -1.128 -0.08 -0.03 -0.11
H -0.846 -5.329 1.045 0.00 0.02 0.00
H 0.871 -7.104 0.754 0.00 0.01 0.00
H 2.759 -6.733 -0.787 -0.01 0.00 -0.01
H 3.946 -5.363 -2.386 -0.01 0.00 -0.01
H 4.122 -3.265 -3.675 0.00 0.00 0.00
H 2.573 -1.444 -3.299 -0.01 0.01 -0.02
N 6.605 -4.881 2.209 0.02 0.00 -0.06
C 5.531 -4.038 2.169 -0.03 0.01 0.02
C 5.678 -2.682 2.501 -0.01 -0.01 0.00
C 4.604 -1.825 2.435 0.04 0.08 0.01
C 3.361 -2.304 2.033 -0.06 -0.08 0.06
C 3.194 -3.649 1.713 -0.03 0.00 -0.02
C 4.269 -4.507 1.775 0.02 0.04 0.01
S 1.990 -1.236 1.984 0.00 -0.25 -0.25
O 2.289 -0.053 2.728 -0.05 0.10 0.07
O 0.783 -1.972 2.216 0.02 -0.08 0.07
N 1.837 -0.772 0.373 -0.16 0.42 0.21
C 2.770 -0.011 -0.238 0.13 0.04 0.01
N 4.001 0.275 0.168 -0.08 -0.01 0.02
C 4.724 0.973 -0.691 0.04 0.06 -0.08
C 4.278 1.376 -1.960 -0.04 -0.01 0.00
C 2.995 1.045 -2.305 0.05 0.06 0.12
N 2.240 0.377 -1.420 0.00 0.14 -0.17
H 7.447 -4.582 2.667 0.00 0.00 0.02
H 6.456 -5.872 2.162 -0.01 -0.01 0.02
H 6.645 -2.314 2.821 0.00 0.00 0.00
H 4.715 -0.782 2.697 -0.01 -0.01 0.00
H 2.217 -4.020 1.434 0.03 0.01 0.06
H 4.138 -5.555 1.531 0.00 0.00 0.00
H 5.728 1.228 -0.370 -0.01 -0.01 0.01
H 4.919 1.925 -2.631 0.00 0.00 0.00
H 2.539 1.290 -3.254 0.01 0.01 -0.01
F -2.761 4.313 -5.194 -0.06 0.06 -0.02
C -2.098 3.238 -4.799 0.03 -0.05 -0.01
C -2.325 2.013 -5.407 0.05 0.00 0.07
F -3.210 1.916 -6.389 -0.07 -0.01 -0.05
C -1.627 0.898 -4.983 0.03 0.07 0.04
F -1.868 -0.262 -5.597 0.07 0.03 -0.13
C -0.691 0.954 -3.953 -0.11 0.02 -0.07
S 0.103 -0.570 -3.522 0.12 -0.09 0.19
C -0.479 2.200 -3.385 -0.01 -0.04 -0.10
F 0.416 2.350 -2.398 0.14 -0.04 0.18
C -1.165 3.329 -3.783 -0.04 -0.05 -0.03
F -0.936 4.494 -3.184 0.01 0.04 0.01
C -1.507 -1.618 4.485 -0.05 -0.09 0.00
O -1.300 -0.480 3.643 -0.01 0.05 0.01
C -2.115 -0.380 2.591 -0.08 -0.09 0.11
O -3.034 -1.149 2.371 0.09 0.00 -0.05
C -1.802 0.758 1.742 0.00 -0.01 -0.11
C -2.695 1.085 0.646 0.13 0.40 -0.16
As -4.119 2.335 1.233 0.00 -0.05 0.00
C -4.362 1.755 3.085 -0.06 0.08 0.00
C -2.833 3.783 1.601 0.05 -0.10 0.05
C -1.527 3.681 1.844 -0.03 -0.02 -0.05
As -0.406 2.057 1.966 0.15 -0.07 -0.09
C -0.025 2.129 3.875 -0.03 0.03 0.02
C -0.670 4.878 2.180 0.03 0.05 0.00
O -0.533 5.229 3.319 -0.02 0.01 -0.02
O 0.060 5.423 1.200 -0.02 0.01 0.03
C -0.262 5.131 -0.163 -0.02 0.00 -0.01
C -3.449 5.142 1.620 0.02 0.08 0.03
O -2.875 6.165 1.345 -0.07 -0.02 0.01
O -4.733 5.074 1.989 0.01 0.03 -0.02
C -5.425 6.335 2.060 0.02 -0.02 0.00
C -2.336 1.004 -0.642 -0.23 -0.48 -0.20
O -1.131 0.436 -0.980 0.42 0.47 0.73
O -2.930 1.394 -1.777 -0.07 -0.03 0.18
C -4.364 1.472 -1.857 0.06 -0.04 0.01
H -0.719 -1.576 5.230 0.00 -0.01 0.00
H -1.438 -2.536 3.904 0.05 0.03 0.00
H -2.487 -1.569 4.957 0.01 0.03 0.00
H -4.833 0.776 3.104 0.00 -0.02 -0.01
H -5.029 2.495 3.525 0.00 -0.04 0.04
H -3.428 1.742 3.643 0.01 0.00 0.00
H -0.942 2.093 4.456 0.02 0.02 0.01
H 0.497 3.065 4.060 -0.01 0.01 0.00
H 0.617 1.287 4.111 0.02 -0.03 -0.01
H 0.396 5.757 -0.759 0.02 -0.02 0.01
H -1.297 5.390 -0.377 0.00 0.01 0.03
H -0.074 4.082 -0.393 0.01 -0.03 -0.02
H -6.442 6.094 2.349 0.00 0.00 0.00
H -5.404 6.827 1.089 0.00 0.00 0.00
H -4.952 6.976 2.800 0.00 0.00 0.00
H -4.603 1.304 -2.904 0.00 0.01 0.00
H -4.715 2.451 -1.542 0.00 0.01 -0.01
H -4.819 0.701 -1.234 -0.01 -0.01 -0.01
```
Forces are in eV/Å.

## Properties
**Total charge**: +1
**ΔE to the lowest compared entry with this formula, charge and spin**: 0.0 kJ/mol
**Calculated total energy**: -376487.284 eV
**Frontier orbital gap (spin up / spin down)**: 5.19 / 5.91 eV
**E_HOMO (spin up / spin down)**: -10.09 / -10.60 eV
**Multiplicity**: 3


(6)
C4H8N2 | ωB97M-V/def2-TZVPD

The geometry in XYZ format:
```
14
Properties=species:S:1:pos:R:3:forces:R:3
C -2.028 0.229 0.133 -0.09 0.05 0.00
C -0.865 -0.755 0.116 0.01 -0.05 0.01
C 1.877 0.504 0.600 0.27 -0.13 -0.28
N 2.387 -0.483 -0.090 0.02 0.10 0.16
C 1.262 1.520 -0.212 -0.38 0.74 -0.39
N 0.718 2.412 -0.723 0.54 -0.84 0.44
H -1.714 1.206 -0.250 -0.08 -0.17 0.08
H -2.393 0.373 1.155 -0.01 -0.03 -0.16
H -2.863 -0.125 -0.479 0.09 0.07 0.06
H -1.170 -1.773 0.377 -0.05 0.12 -0.04
H -0.388 -0.789 -0.872 -0.10 -0.02 0.18
H -0.109 -0.457 0.850 -0.19 -0.11 -0.08
H 2.351 -0.590 -1.102 -0.03 0.10 0.10
H 2.802 -1.256 0.414 0.01 0.16 -0.07
```
Forces are in eV/Å.

## Properties
**ΔE to the lowest compared entry with this formula, charge and spin**: 234.6 kJ/mol
**Calculated total energy**: -7255.444 eV
**Frontier orbital gap**: 9.24 eV
**E_HOMO**: -9.44 eV
**Multiplicity**: 1